No. 1
A 10-piece molecular cluster, C28H60O18S6 overall in a non-equilibrium geometry. Source: the OMol25 dataset; level of theory: ωB97M-V/def2-TZVPD.

Its charge is +1. The value obtained for the LUMO energy (spin up / spin down) is -3.31 / -7.87 eV. The spin multiplicity is 2.

Each line ends with the Mulliken charge.
Atoms and positions in Å:
C1 -6.71 -2.07 1.82  -1.88
C2 -5.58 -1.37 1.11  1.12
C3 -4.39 -2.18 0.76  -0.04
O1 -4.23 -2.02 -0.61  -0.04
C4 -5.27 -1.35 -1.16  0.56
O2 -5.47 -1.06 -2.32  -0.59
O3 -6.11 -1.05 -0.18  -0.41
H1 -7.64 -1.51 1.82  0.37
H2 -6.43 -2.51 2.78  0.40
H3 -6.96 -2.95 1.23  0.45
H4 -5.35 -0.46 1.66  -0.36
H5 -4.51 -3.20 1.14  0.33
H6 -3.53 -1.80 1.32  0.13
C5 -2.10 2.76 1.30  -0.84
C6 -3.47 2.08 1.67  1.17
C7 -4.21 2.69 2.82  -0.36
O4 -5.55 2.59 2.50  -0.38
C8 -5.71 2.24 1.19  0.47
O5 -6.78 2.04 0.74  -0.51
O6 -4.48 2.33 0.69  -0.27
H7 -1.86 2.36 0.31  -0.10
H8 -1.32 2.40 1.96  0.12
H9 -2.20 3.84 1.16  0.65
H10 -3.28 1.02 1.81  -0.59
H11 -3.94 3.72 3.07  0.34
H12 -3.96 2.22 3.77  0.27
C9 3.22 -3.42 1.01  -1.03
C10 2.47 -4.54 1.66  0.24
C11 0.96 -4.48 1.44  0.48
O7 0.74 -5.74 0.83  -0.42
C12 1.85 -6.51 0.70  0.61
O8 1.84 -7.75 0.46  -0.58
O9 2.90 -5.71 1.04  -0.39
H13 4.29 -3.63 1.02  0.36
H14 3.01 -2.43 1.43  0.20
H15 3.10 -3.31 -0.06  0.26
H16 2.65 -4.55 2.74  0.29
H17 0.85 -3.57 0.86  -0.33
H18 0.59 -4.21 2.43  0.28
C13 -1.80 -3.20 -2.35  -1.14
C14 -0.51 -3.95 -2.74  0.27
C15 -0.30 -4.16 -4.27  -0.45
O10 0.96 -3.68 -4.56  -0.37
C16 1.55 -3.14 -3.41  0.40
O11 2.67 -2.67 -3.34  -0.53
O12 0.72 -3.38 -2.31  0.02
H19 -2.72 -3.47 -2.86  0.40
H20 -1.53 -2.26 -2.83  0.21
H21 -2.03 -3.27 -1.29  0.24
H22 -0.40 -4.95 -2.32  0.39
H23 -1.09 -3.61 -4.78  0.31
H24 -0.33 -5.24 -4.41  0.31
C17 3.83 4.04 0.24  -0.84
S1 2.30 4.58 -0.72  0.30
O13 1.95 3.57 -1.77  -0.44
C18 1.01 4.16 0.51  -0.56
H25 3.76 4.46 1.24  0.46
H26 4.66 4.49 -0.30  0.35
H27 3.79 2.96 0.31  0.11
H28 1.00 3.08 0.41  -0.20
H29 0.00 4.55 0.34  0.33
H30 1.43 4.42 1.48  0.47
C19 -1.28 3.73 -3.27  -0.94
S2 -1.34 1.87 -3.14  0.30
O14 -0.78 1.49 -1.81  -0.36
C20 -3.21 1.60 -2.93  -0.66
H31 -0.32 4.23 -3.40  0.28
H32 -1.67 4.01 -2.30  0.20
H33 -2.04 4.00 -4.01  0.45
H34 -3.57 0.71 -3.45  0.40
H35 -3.83 2.46 -3.19  0.42
H36 -3.42 1.28 -1.91  -0.09
C21 6.06 -1.09 0.59  -0.73
S3 6.03 -0.07 2.16  0.39
O15 6.22 1.36 1.68  -0.62
C22 4.23 -0.11 2.58  -0.25
H37 7.11 -1.01 0.30  0.42
H38 5.42 -0.84 -0.25  0.19
H39 5.93 -2.12 0.94  0.22
H40 3.99 0.76 3.20  0.34
H41 3.98 -1.06 3.05  0.40
H42 3.70 0.02 1.64  -0.40
C23 1.11 1.81 4.68  -0.69
S4 -0.57 1.69 5.39  0.35
O16 -1.32 2.87 4.79  -0.59
C24 -1.12 0.36 4.27  -0.46
H43 1.51 0.85 4.99  0.33
H44 1.77 2.61 5.04  0.49
H45 1.02 1.92 3.60  0.02
H46 -0.88 0.59 3.23  -0.33
H47 -2.20 0.18 4.27  0.34
H48 -0.61 -0.57 4.51  0.51
C25 4.65 3.86 -3.39  -0.70
S5 4.17 2.82 -4.86  0.58
O17 5.16 1.62 -5.01  -0.23
C26 2.57 2.10 -4.25  0.00
H49 4.90 3.21 -2.54  0.26
H50 3.95 4.65 -3.14  0.27
H51 5.60 4.31 -3.68  0.46
H52 2.62 1.72 -3.23  -0.25
H53 2.27 1.31 -4.94  0.47
H54 1.79 2.85 -4.08  0.14
C27 -0.79 -0.70 0.29  0.43
S6 0.69 0.32 0.60  1.02
O18 1.39 -0.31 1.77  -0.77
C28 1.82 -0.12 -0.77  -0.44
H55 -0.52 -1.69 0.67  0.45
H56 -1.18 -0.69 -0.73  0.21
H57 -1.56 -0.24 0.90  -1.04
H58 1.25 -0.54 -1.60  0.26
H59 2.44 -0.93 -0.37  -0.11
H60 2.53 0.66 -1.05  0.05



No. 2
C3H5NO2 in the gas phase in a non-equilibrium geometry. Source: the OMol25 dataset; level of theory: ωB97M-V/def2-TZVPD.

Its charge is 0. The value obtained for the LUMO energy is 0.54 eV. Its structure (SMILES) is N#C[C@H](O)CO. The energy relative to the best compared isomer or geometry (same formula, charge and spin) comes out at 1.591 eV.

Each line ends with the Mulliken charge.
Atoms and positions in Å:
O1 -1.74 0.77 0.25  -0.49
C1 -0.71 0.14 -0.46  -0.52
C2 0.55 0.22 0.39  0.17
O2 0.50 -0.50 1.60  -0.51
C3 1.71 -0.23 -0.43  0.16
N1 2.59 -0.64 -1.06  -0.39
H1 -2.55 0.69 -0.26  0.31
H2 -0.94 -0.91 -0.69  0.32
H3 -0.50 0.65 -1.42  0.33
H4 0.70 1.26 0.67  0.26
H5 0.40 -1.44 1.41  0.36



No. 3
C3H6N2OS in the gas phase in a non-equilibrium geometry. Source: the OMol25 dataset; level of theory: ωB97M-V/def2-TZVPD.

Its charge is 0. The value obtained for the LUMO energy (spin up / spin down) is -0.11 / -0.92 eV. The energy relative to the best compared isomer or geometry (same formula, charge and spin) comes out at 6.645 eV.

Each line ends with the Mulliken charge.
Atoms and positions in Å:
C1 1.46 -0.52 0.91  0.02
C2 1.90 -1.06 2.22  -0.39
C3 -0.30 0.08 -0.84  0.02
N1 -2.32 1.15 -1.53  -0.59
N2 -1.63 -0.02 -1.01  -0.09
O1 0.18 -0.33 0.30  -0.25
S1 3.50 -0.95 2.63  -0.32
H1 2.13 0.12 0.21  0.15
H2 1.23 -1.39 3.03  0.29
H3 0.46 0.55 -1.47  0.34
H4 -2.76 0.93 -2.48  0.27
H5 -1.61 1.76 -1.68  0.26
H6 -2.23 -0.32 -0.30  0.30



No. 4
C5H10F2N2 in the gas phase in a non-equilibrium geometry. Source: the OMol25 dataset; level of theory: ωB97M-V/def2-TZVPD.

Its charge is 0. The value obtained for the LUMO energy (spin up / spin down) is 0.35 / 0.77 eV. The energy relative to the best compared isomer or geometry (same formula, charge and spin) comes out at 3.435 eV.

Each line ends with the Mulliken charge.
Atoms and positions in Å:
C1 1.67 0.03 -0.29  -0.95
C2 0.62 0.91 0.42  -0.39
C3 0.76 -2.20 -0.40  -0.55
C4 -1.23 -0.57 0.10  0.29
C5 -1.61 1.72 -0.08  -1.03
N1 1.70 -1.38 0.20  -0.28
N2 -0.68 0.66 -0.12  0.11
F1 -2.09 -0.93 -0.96  -0.32
F2 -1.96 -0.63 1.23  -0.31
H1 1.30 -0.21 -1.28  0.47
H2 2.68 0.45 -0.14  0.33
H3 0.77 0.79 1.57  0.30
H4 1.06 2.00 0.23  0.37
H5 0.37 -2.99 0.05  0.44
H6 0.81 -2.24 -1.47  0.25
H7 -2.60 1.36 0.48  0.26
H8 -1.26 2.63 0.40  0.41
H9 -1.88 1.92 -1.10  0.28
H10 1.57 -1.30 1.15  0.30



No. 5
An isolated ion of composition C4H8NO5S and charge -1 in a non-equilibrium geometry. Source: the OMol25 dataset; level of theory: ωB97M-V/def2-TZVPD.

Its charge is -1. The value obtained for the LUMO energy is 3.69 eV. Its structure (SMILES) is CC(C)C=[S@](=O)([O-])O[N+](=O)[O-]. The energy relative to the best compared isomer or geometry (same formula, charge and spin) comes out at 6.294 eV.

Each line ends with the Mulliken charge.
Atoms and positions in Å:
C1 0.92 -1.75 -0.62  -1.48
C2 -1.65 -1.17 -0.68  -1.63
C3 -0.19 -0.77 -0.28  1.05
C4 0.08 0.59 -0.82  -0.85
N1 1.30 1.54 1.86  1.12
O1 1.94 1.70 0.82  -0.57
O2 -1.96 1.57 0.51  -0.65
O3 1.76 0.92 2.81  -0.67
O4 -0.48 3.12 -0.50  -0.65
O5 0.13 1.97 1.90  -0.54
S1 -0.67 1.84 0.04  1.09
H1 1.90 -1.27 -0.30  0.35
H2 0.95 -2.73 -0.11  0.35
H3 0.81 -2.09 -1.78  0.26
H4 -1.69 -2.15 -0.48  0.51
H5 -1.73 -0.95 -1.80  0.27
H6 -2.26 -0.59 -0.15  0.48
H7 -0.26 -0.73 0.77  0.24
H8 1.12 0.96 -1.19  0.31



no.,molecular weight (g/mol)
1,877.17
2,87.08
3,118.16
4,136.15
5,182.18